The following is a quantum chemistry calculation of a cluster of 6 separate species, C36H90N6O12 in total at a distorted geometry, from the OMol25 dataset.

XYZ file:
```
144
Properties=species:S:1:pos:R:3:forces:R:3
C 14.773057 18.287288 23.796709 0.80 0.40 -0.56
O 14.008046 18.681019 24.905539 -0.58 -0.34 -0.66
C 13.301206 17.647379 25.529761 -0.11 -0.15 1.14
C 12.615133 18.169484 26.784095 0.18 -1.34 -0.13
N 13.561903 18.747287 27.720254 -0.33 0.39 -0.40
C 13.059728 19.060618 29.060551 0.82 -0.18 -0.25
C 11.732065 19.831251 29.064372 0.64 -1.07 0.56
O 11.274631 19.851173 30.405830 0.29 0.09 -0.03
C 9.968560 20.277730 30.647141 -0.93 0.33 0.14
H 15.306484 19.187207 23.485625 0.02 -0.03 -0.06
H 14.237572 17.913053 22.917509 -0.60 0.11 0.24
H 15.538541 17.525255 23.987958 -0.09 -0.05 0.57
H 14.011193 16.861965 25.819901 0.01 -0.06 0.01
H 12.462343 17.153416 25.017005 0.40 0.30 -0.99
H 12.192745 17.222882 27.153451 0.12 0.15 0.67
H 11.698078 18.704564 26.503458 0.35 0.72 -0.01
H 14.032349 19.531366 27.265542 -0.32 -0.06 0.16
H 13.840236 19.615882 29.588270 -0.09 0.38 -0.20
H 13.089491 18.123585 29.622373 -0.95 -0.06 0.04
H 11.045676 19.294817 28.409458 -0.38 0.14 0.06
H 11.954498 20.812893 28.639901 -0.40 0.33 0.15
H 9.723035 21.244219 30.195072 0.21 0.06 -0.16
H 9.799793 20.389958 31.719267 0.49 0.03 0.06
H 9.178240 19.577359 30.349530 0.30 -0.26 -0.44
C 13.735686 21.867748 26.277420 0.58 0.36 -0.36
O 14.895936 21.049013 26.304025 -0.75 -0.03 0.28
C 15.932066 21.527088 27.153259 -0.15 -0.72 -0.15
C 17.050974 20.508204 26.929836 0.57 0.80 -0.32
N 16.803294 19.196215 27.474633 -0.42 -0.50 -0.04
C 17.628221 18.183025 26.829872 0.20 -0.12 0.42
C 17.228608 16.821265 27.353667 -0.11 -0.86 0.13
O 18.051641 15.765821 26.845468 0.36 0.70 -0.01
C 17.667933 14.529141 27.336235 -1.22 -1.55 -0.17
H 13.405547 22.181901 27.270921 0.15 0.01 0.13
H 12.906017 21.356340 25.793482 0.21 -0.33 -0.06
H 13.993656 22.741002 25.670559 -0.32 0.31 0.14
H 15.579251 21.563236 28.190837 0.06 -0.17 0.11
H 16.179561 22.558051 26.877867 0.41 -0.08 -0.14
H 18.023683 20.851872 27.299872 -0.16 0.20 0.31
H 17.212091 20.486067 25.839501 -0.22 -0.11 -0.14
H 15.836465 18.892860 27.398930 -0.07 0.36 -0.11
H 18.658333 18.424241 27.105125 0.16 -0.30 -0.27
H 17.530368 18.154078 25.735615 0.10 0.27 -0.10
H 16.208477 16.563165 27.046385 -0.24 0.35 0.05
H 17.242965 16.805636 28.446992 0.09 0.10 0.09
H 16.620273 14.252763 27.120191 -0.26 0.72 -0.02
H 17.745731 14.368977 28.416298 0.47 0.40 0.09
H 18.140940 13.694985 26.813827 0.83 0.45 0.06
C 10.783923 26.244531 16.564249 1.10 -0.13 -0.10
O 10.019513 26.922944 15.610757 -0.62 -0.32 0.11
C 9.164820 27.956024 16.085617 0.31 -0.02 -1.20
C 8.000602 28.097197 15.064694 0.65 -0.13 2.21
N 7.391106 29.396806 15.320904 0.62 0.70 -1.23
C 6.633039 29.501269 16.528397 -1.65 -0.34 1.07
C 5.622028 30.652311 16.546374 0.22 -0.35 -1.90
O 4.696090 30.397097 17.551468 -0.35 0.29 0.83
C 3.775446 31.435332 17.758818 -1.57 0.09 0.58
H 10.852512 26.746397 17.533402 -0.42 0.00 0.02
H 11.821645 26.209365 16.209424 -0.05 0.01 -0.09
H 10.486958 25.197202 16.671769 -0.35 0.14 0.18
H 9.769123 28.866472 16.032731 -0.34 0.31 0.31
H 8.810651 27.794998 17.105423 0.02 -0.18 0.01
H 7.281536 27.291782 15.261835 -0.01 -0.19 -0.18
H 8.463531 27.934347 14.095717 -0.32 0.58 -0.28
H 6.804008 29.651877 14.536378 -0.02 0.07 0.08
H 7.138106 29.652048 17.488866 0.90 -0.36 -0.44
H 6.024977 28.589742 16.655750 -0.02 -0.03 0.22
H 5.097351 30.653172 15.574471 0.00 0.13 -0.02
H 6.140567 31.617416 16.604455 -0.14 0.05 0.44
H 4.227916 32.411755 17.918812 0.20 0.08 -0.23
H 3.106415 31.250228 18.608311 0.99 -0.45 0.67
H 2.925281 31.492213 17.063779 0.82 0.10 -1.15
C 17.366952 29.356149 27.569576 -0.76 0.21 0.48
O 17.860940 28.248391 26.870625 -0.10 0.21 -0.85
C 16.868273 27.453498 26.228390 -0.35 -0.45 2.25
C 17.548250 26.220832 25.627317 -1.79 1.96 -1.34
N 18.124450 26.610491 24.327213 2.29 -0.44 0.03
C 19.471920 27.202480 24.330849 0.85 -0.25 -0.87
C 20.570382 26.330621 24.927986 -0.65 0.82 0.77
O 21.859352 26.827367 24.599768 -0.29 0.11 0.13
C 22.243868 26.605608 23.263257 -0.90 -0.89 -0.25
H 16.805929 30.100542 26.989887 0.59 0.02 -0.67
H 18.211833 29.806822 28.080975 -0.05 0.17 -0.04
H 16.588989 29.107061 28.307020 0.33 -0.58 0.28
H 16.188667 27.996164 25.563320 0.62 0.23 -0.64
H 16.166294 27.187008 27.037034 0.02 -0.50 0.02
H 16.748149 25.519797 25.380901 0.03 -0.24 0.24
H 18.206433 25.770415 26.363285 0.44 0.06 -0.35
H 17.602273 27.280604 23.784544 -0.94 -0.28 0.41
H 19.589368 28.202033 24.759528 -0.40 0.00 0.35
H 19.815197 27.324979 23.297485 -0.68 0.03 -0.20
H 20.404823 25.280649 24.670051 0.29 -0.13 -0.18
H 20.450774 26.470699 26.003881 0.50 -0.47 0.16
H 21.614479 27.080746 22.499249 0.17 0.62 0.29
H 22.052063 25.545213 23.039153 0.73 -0.15 -0.03
H 23.278895 26.908803 23.148061 0.02 -0.15 -0.02
C 11.379681 24.838167 19.581660 0.03 -0.75 0.35
O 11.330636 23.529226 20.142539 0.33 0.13 0.21
C 12.243112 23.326864 21.210871 0.87 -1.30 -0.12
C 13.704764 23.606181 20.840173 -0.15 1.95 -0.07
N 14.577581 23.767711 21.990683 0.50 -1.55 0.80
C 15.063565 22.463198 22.507230 -0.22 0.41 0.79
C 16.495033 22.660112 23.058288 -1.04 -1.45 -1.31
O 17.187911 23.233386 21.953968 0.15 0.20 1.16
C 18.614656 23.404887 22.072863 -1.49 -0.33 -0.24
H 12.173440 24.917215 18.834087 0.00 0.09 -0.02
H 11.567132 25.551822 20.388154 -0.23 0.34 -0.19
H 10.420191 24.979943 19.092203 -0.02 0.25 0.13
H 12.181521 22.265669 21.459714 -0.43 -0.01 0.12
H 12.022530 23.898072 22.116164 -0.26 0.30 -0.11
H 13.616975 24.619829 20.432099 0.52 -0.14 -0.40
H 14.136421 22.946415 20.081937 -0.32 -0.22 -0.09
H 15.486107 24.153987 21.758696 -0.52 0.79 -0.80
H 15.086828 21.680238 21.738567 0.05 0.12 -0.16
H 14.410221 22.105607 23.310492 0.09 -0.09 -0.01
H 16.871468 21.646565 23.232631 0.25 0.03 0.32
H 16.445466 23.188615 24.013045 0.53 0.62 -0.22
H 19.062053 22.553126 21.556202 0.39 0.26 -0.07
H 18.930529 23.402863 23.116054 0.07 0.33 -0.01
H 18.725678 24.360172 21.564241 0.95 -0.08 0.17
C 21.205926 22.160466 25.953543 -1.52 -0.02 1.09
O 20.891243 20.810678 25.692385 1.18 0.11 -0.85
C 20.642483 20.533675 24.322813 -0.92 -0.20 0.13
C 20.772834 19.065606 24.177720 -0.46 -2.46 0.13
N 20.252142 18.490853 22.946542 0.21 -0.44 -1.17
C 20.114305 17.023078 22.988662 -0.19 1.01 0.50
C 19.372899 16.519445 21.746859 0.67 0.98 -0.02
O 18.383034 17.496003 21.396144 0.58 -0.83 -0.32
C 17.940603 17.316190 20.066138 -1.26 -0.21 0.42
H 21.473857 22.183488 27.012020 0.31 0.13 -0.15
H 20.240183 22.689909 25.902442 0.36 0.54 -0.26
H 21.968570 22.652770 25.347708 0.03 -0.37 -0.23
H 21.247587 21.079404 23.594847 0.20 0.24 0.31
H 19.574454 20.705792 24.117753 0.04 0.61 -0.16
H 20.234468 18.610689 25.024626 -0.14 0.23 0.23
H 21.776233 18.650421 24.313014 0.29 0.55 -0.14
H 19.359577 18.788391 22.572735 0.07 0.84 0.56
H 19.541100 16.778396 23.892931 0.17 -0.44 0.11
H 21.129367 16.627186 23.041168 -0.18 -0.50 0.09
H 18.926085 15.534914 21.889462 -0.10 -0.04 0.13
H 20.111730 16.450574 20.942975 -0.12 -0.02 -0.23
H 17.093614 17.997548 19.978747 0.19 0.15 -0.40
H 17.517206 16.313018 19.932459 0.12 -0.11 0.03
H 18.673755 17.463163 19.270804 0.31 0.29 0.29
```
Forces are in eV/Å.

Summary:
Molecular weight, g mol⁻¹: 799.1
Relative energy (zero: lowest compared OMol25 entry of this formula, charge and spin), kJ/mol: 1326.9
2S+1: 1
Calculated total energy, eV: -72290.9977
HOMO-LUMO gap, eV: 8.952
SMILES: COCCNCCOC.COCCNCCOC.COCCNCCOC.COCCNCCOC.COCCNCCOC.COCCNCCOC
Lowest unoccupied orbital energy, eV: 0.62
Net charge: 0
HOMO level, eV: -8.34